The following is a DFT calculation (ωB97M-V with the def2-TZVPD basis set) of a 14-piece molecular cluster, C56H154N14O14 overall.

## Properties
lowest unoccupied orbital energy: 0.35 eV
max |F|: 0.0779 hartree/bohr
energy above the lowest of the compared OMol25 structures with the same formula, charge and spin: 239.2 kcal per mole
energy: -4045.37377 Ha
orbital gap: 9.3 eV

```
238
Properties=species:S:1:pos:R:3:mulliken_charge:R:1
C 0.9018 -19.6135 -3.9171 -1.5232
C 1.4451 -21.0491 -4.1231 0.3249
C 2.8455 -21.2466 -3.5475 -0.6730
O 3.3130 -22.5558 -3.6545 -0.3524
C 3.2725 -23.1852 -4.8954 -0.7284
N 0.4569 -21.9395 -3.5403 -0.6431
H -0.0490 -19.5404 -4.4450 0.3648
H 1.6475 -18.9552 -4.3627 0.3875
H 0.7261 -19.3033 -2.8870 0.3589
H 1.4437 -21.1651 -5.2069 0.3186
H 2.7592 -20.9218 -2.5106 0.3626
H 3.5253 -20.5333 -4.0136 0.3359
H 3.7419 -24.1607 -4.7682 0.2413
H 3.6763 -22.5744 -5.7029 0.3129
H 2.2281 -23.4082 -5.1138 0.3173
H 0.9618 -22.7983 -3.3744 0.2979
H 0.3949 -21.6346 -2.5794 0.2981
C 7.1572 -31.5721 -1.9062 -1.3638
C 7.3022 -32.8469 -1.1188 0.6505
C 8.7142 -33.4978 -1.3929 -0.9259
O 8.8735 -34.7193 -0.7143 -0.3631
C 9.8665 -34.5723 0.3555 -0.7565
N 7.0928 -32.4241 0.2968 -0.6907
H 7.8830 -30.8312 -1.5709 0.3756
H 6.2042 -31.0448 -1.8640 0.3460
H 7.4221 -31.7692 -2.9450 0.3380
H 6.6143 -33.6175 -1.4669 0.2301
H 9.4179 -32.7487 -1.0299 0.4168
H 8.8759 -33.6128 -2.4647 0.3597
H 9.8319 -35.4695 0.9735 0.2344
H 9.7379 -33.6759 0.9621 0.3682
H 10.8560 -34.5258 -0.0993 0.3068
H 6.1058 -32.2795 0.4549 0.2550
H 7.4494 -33.2146 0.8145 0.2191
C 9.1099 -21.4742 1.9400 -1.5366
C 10.2319 -22.1091 1.2189 0.6731
C 11.4462 -22.2962 2.1657 -0.6324
O 12.0324 -20.9681 2.3776 -0.3163
C 13.1292 -21.0110 3.2796 -0.7479
N 9.6874 -23.2642 0.5974 -0.7499
H 8.3958 -21.0861 1.2137 0.4052
H 9.4872 -20.6120 2.4898 0.3436
H 8.6096 -22.0903 2.6871 0.3261
H 10.4579 -21.4389 0.3895 0.2315
H 12.1192 -22.9415 1.6010 0.3160
H 11.1597 -22.7780 3.1005 0.3361
H 13.9310 -21.6866 2.9817 0.2781
H 12.6174 -21.1728 4.2283 0.3316
H 13.4454 -19.9679 3.2826 0.2499
H 10.3060 -23.6637 -0.0938 0.2296
H 8.8977 -22.9365 0.0597 0.2630
C 1.7605 -24.7817 1.3366 -1.2542
C 1.9316 -23.8282 2.5443 0.5257
C 0.6214 -23.1233 2.9764 -0.7744
O 0.2408 -22.3090 1.8976 -0.2258
C -0.8770 -21.4750 2.2514 -0.8148
N 2.3908 -24.6939 3.5904 -0.7166
H 2.7988 -24.9430 1.0465 0.3473
H 1.4031 -24.3151 0.4186 0.2977
H 1.2332 -25.7344 1.3860 0.3153
H 2.6802 -23.0578 2.3594 0.1977
H 0.7990 -22.5672 3.8969 0.3533
H -0.1810 -23.8260 3.2014 0.3787
H -1.2426 -20.8697 1.4219 0.2435
H -0.6784 -20.8401 3.1149 0.3194
H -1.7270 -22.0591 2.6040 0.3187
H 3.3249 -24.9762 3.3300 0.2654
H 2.5178 -24.3044 4.5136 0.2226
C 8.4630 -16.1183 6.3636 -1.2957
C 7.6846 -14.8976 5.6820 0.3050
C 6.1610 -15.2341 5.4187 -0.7320
O 6.0721 -16.2104 4.3509 -0.2808
C 4.7236 -16.7509 4.3347 -0.7664
N 7.7391 -13.8085 6.6079 -0.7333
H 8.0168 -16.5696 7.2498 0.3206
H 9.5211 -15.9665 6.5771 0.4221
H 8.4793 -16.8845 5.5886 0.3009
H 8.0710 -14.4891 4.7482 0.2652
H 5.5868 -14.3547 5.1271 0.4211
H 5.6987 -15.5742 6.3454 0.3395
H 4.8411 -17.6416 3.7175 0.2657
H 3.9467 -16.1105 3.9169 0.2782
H 4.4580 -17.1796 5.3010 0.3440
H 8.6553 -13.6876 7.0155 0.2630
H 7.2723 -14.1369 7.4412 0.2822
C 2.0514 -30.6893 -6.7277 -1.5269
C 1.5767 -32.0588 -7.0690 0.5671
C 2.4523 -33.1029 -6.3232 -0.5988
O 3.7558 -33.1373 -6.8820 -0.3028
C 4.2568 -34.4229 -6.8227 -0.8001
N 0.1322 -32.0411 -6.8580 -0.6795
H 3.1266 -30.5920 -6.8781 0.3736
H 1.9124 -30.3363 -5.7059 0.3392
H 1.5291 -29.9760 -7.3653 0.3805
H 1.9224 -32.1965 -8.0935 0.1538
H 1.9246 -34.0476 -6.4547 0.3325
H 2.4956 -32.8912 -5.2549 0.3176
H 4.2253 -34.9022 -5.8442 0.3251
H 5.3004 -34.3494 -7.1285 0.2623
H 3.8250 -35.1022 -7.5577 0.3240
H -0.2679 -32.7465 -7.4602 0.2717
H -0.2097 -31.1493 -7.1865 0.2606
C -2.6305 -12.3401 0.4093 -1.4356
C -3.3097 -10.9457 0.4945 0.3939
C -3.3322 -10.4248 1.9789 -0.6277
O -3.7406 -9.0700 2.0832 -0.3052
C -3.8847 -8.5814 3.4429 -0.7303
N -2.5909 -9.9992 -0.3986 -0.7756
H -2.6081 -12.5578 -0.6585 0.3410
H -3.0909 -13.1412 0.9876 0.3563
H -1.6270 -12.2931 0.8322 0.3253
H -4.3053 -11.0415 0.0613 0.3372
H -2.4104 -10.6993 2.4918 0.3623
H -4.1224 -11.0673 2.3673 0.3293
H -2.9402 -8.5755 3.9870 0.3045
H -4.6654 -9.0715 4.0247 0.2929
H -4.1772 -7.5351 3.3553 0.2558
H -2.5182 -9.0466 -0.0707 0.2990
H -3.3712 -9.8158 -1.0130 0.2772
C -5.6746 -26.5025 0.7751 -1.4591
C -5.7466 -27.6607 1.6541 0.4777
C -6.6211 -27.5320 2.9939 -0.6365
O -6.7303 -28.7945 3.6243 -0.3142
C -7.4156 -28.5934 4.8419 -0.7814
N -6.2460 -28.7708 0.9128 -0.7210
H -5.1825 -25.7460 1.3864 0.3331
H -6.6310 -26.1192 0.4194 0.3221
H -5.0065 -26.4887 -0.0861 0.3615
H -4.7112 -27.8537 1.9348 0.2314
H -7.5311 -26.9771 2.7657 0.3402
H -6.0428 -26.8845 3.6531 0.3471
H -7.7612 -29.6150 5.0001 0.2652
H -8.2581 -27.9041 4.8994 0.3200
H -6.5989 -28.3624 5.5258 0.3036
H -7.1999 -28.5746 0.6449 0.2638
H -6.2431 -29.5232 1.5866 0.3463
C 4.0853 -12.6250 -2.4330 -1.3445
C 4.6764 -12.4324 -1.0735 0.4851
C 6.1979 -12.2274 -1.0562 -0.6322
O 6.9551 -13.0281 -1.9670 -0.3738
C 7.0731 -14.3929 -1.5542 -0.6501
N 4.0517 -11.2679 -0.4812 -0.7412
H 4.4053 -13.5811 -2.8471 0.2784
H 4.2840 -11.7963 -3.1125 0.3139
H 2.9963 -12.6373 -2.3877 0.4194
H 4.4902 -13.3359 -0.4928 0.2237
H 6.5616 -12.3219 -0.0330 0.3383
H 6.3124 -11.1848 -1.3528 0.3635
H 7.5533 -14.5289 -0.5852 0.2853
H 7.7504 -14.8699 -2.2626 0.2389
H 6.0865 -14.8301 -1.7078 0.2672
H 4.3186 -10.4234 -0.9666 0.2681
H 3.0611 -11.2055 -0.6681 0.2603
C 10.9728 -19.5689 -13.9803 -1.5159
C 9.5589 -18.9985 -13.7960 0.5883
C 9.4324 -18.3086 -12.4174 -0.5703
O 9.3047 -19.1992 -11.3390 -0.2945
C 8.8825 -18.4931 -10.1980 -0.8168
N 9.2010 -18.1491 -14.9380 -0.7745
H 11.7294 -18.7842 -13.9866 0.3742
H 11.1326 -20.0192 -14.9600 0.3840
H 11.2593 -20.2271 -13.1601 0.3338
H 8.9235 -19.8780 -13.9005 0.2177
H 8.4763 -17.7871 -12.4610 0.2809
H 10.2644 -17.6240 -12.2522 0.3271
H 8.5563 -19.2092 -9.4438 0.3081
H 7.9024 -18.0383 -10.3422 0.3378
H 9.5609 -17.7490 -9.7806 0.3046
H 9.4706 -18.6830 -15.7519 0.2564
H 8.1992 -18.0414 -15.0075 0.2592
C 10.4783 -24.9137 -6.6366 -1.3827
C 11.8458 -24.4135 -6.2240 0.3688
C 12.6579 -25.5480 -5.5510 -0.5773
O 11.9930 -25.9306 -4.3278 -0.2847
C 12.6483 -26.9152 -3.5297 -0.7969
N 12.3296 -23.9383 -7.4643 -0.7626
H 10.0333 -25.2044 -5.6849 0.3689
H 10.6479 -25.6762 -7.3968 0.3442
H 9.9633 -24.0816 -7.1166 0.3482
H 11.7243 -23.5886 -5.5219 0.3500
H 13.6662 -25.2032 -5.3221 0.3310
H 12.7377 -26.3542 -6.2803 0.2915
H 12.6519 -27.9413 -3.8975 0.2751
H 12.2788 -26.7859 -2.5124 0.2817
H 13.6394 -26.5185 -3.3099 0.3262
H 13.0725 -23.3533 -7.1093 0.2544
H 11.8311 -23.2124 -7.9590 0.2639
C -3.7258 -23.4035 -9.0245 -1.3065
C -4.7145 -24.1930 -8.0846 0.4685
C -4.1333 -25.5025 -7.4863 -0.8001
O -3.8917 -26.5020 -8.3689 -0.3402
C -4.9860 -27.3104 -8.7218 -0.7083
N -5.1578 -23.3409 -7.0270 -0.6907
H -3.3575 -23.9327 -9.9033 0.3212
H -2.7888 -23.1712 -8.5185 0.2919
H -4.3421 -22.5990 -9.4259 0.4068
H -5.6142 -24.4876 -8.6248 0.1441
H -4.8990 -25.8222 -6.7795 0.4057
H -3.2049 -25.3029 -6.9512 0.3761
H -5.4465 -27.8175 -7.8739 0.3165
H -4.6461 -28.0116 -9.4839 0.2432
H -5.8419 -26.7123 -9.0345 0.2963
H -4.3328 -23.2479 -6.4519 0.2879
H -5.2581 -22.4420 -7.4765 0.2872
C -2.6108 -11.5945 -7.3851 -1.3882
C -3.9000 -10.9661 -7.9341 0.3158
C -5.0244 -10.6316 -6.9060 -0.6582
O -6.1895 -10.2318 -7.6922 -0.3214
C -7.3551 -10.1446 -6.8960 -0.7468
N -3.5078 -9.9252 -8.9141 -0.6473
H -2.9215 -12.4643 -6.8063 0.3743
H -2.0843 -10.9337 -6.6965 0.3729
H -1.9423 -11.9291 -8.1785 0.3575
H -4.4120 -11.6612 -8.5995 0.2560
H -4.6227 -9.9711 -6.1376 0.3298
H -5.3195 -11.5479 -6.3948 0.3461
H -7.3439 -9.4069 -6.0936 0.2965
H -7.5286 -11.1111 -6.4230 0.3066
H -8.2404 -9.9966 -7.5144 0.2742
H -2.8611 -9.4464 -8.3036 0.2744
H -4.1737 -9.2155 -9.1842 0.2579
C 3.2278 -25.6168 -15.3014 -1.2389
C 4.1604 -26.2464 -14.1543 0.3403
C 3.6608 -25.8315 -12.7122 -0.7693
O 3.5849 -24.4006 -12.6064 -0.3887
C 4.8365 -23.7978 -12.7712 -0.6421
N 4.1314 -27.6153 -14.4604 -0.6973
H 2.2328 -26.0580 -15.3585 0.3157
H 3.6281 -25.7472 -16.3068 0.3872
H 3.1880 -24.5281 -15.2673 0.3120
H 5.2263 -26.0290 -14.2226 0.3295
H 4.4038 -26.1609 -11.9859 0.3827
H 2.7359 -26.2915 -12.3640 0.3490
H 5.1560 -23.7366 -13.8115 0.2290
H 5.4988 -24.4273 -12.1769 0.3250
H 4.8275 -22.7868 -12.3639 0.2234
H 4.6947 -28.1242 -13.7942 0.2619
H 3.1945 -27.9477 -14.2820 0.2806
```